87
Properties=species:S:1:pos:R:3:forces:R:3:lowdin_spin:R:1 method="wB97M-V/def2-TZVPD" homo_energy_ev="-13.2 / -13.3" multiplicity=5 charge=+2
Rh 0.02150 -0.17711 0.02506 -0.007 -0.217 -0.204 2.453
C 0.27596 2.73837 -1.56121 -0.130 -0.066 0.013 0.005
C -0.95973 2.00724 -1.99998 -0.082 -0.136 -0.045 0.009
C -1.93101 2.66282 -2.75047 0.008 0.030 -0.054 0.004
C -3.05352 1.98006 -3.17274 -0.005 0.067 -0.010 0.000
C -3.17899 0.63454 -2.85323 0.102 0.026 0.043 0.004
C -2.18890 0.02586 -2.09686 -0.098 -0.312 -0.059 0.013
N -1.11319 0.71155 -1.67257 0.089 0.343 0.129 0.095
Sb -2.46557 -2.12341 -1.79200 0.393 0.151 0.267 0.015
C -0.38684 -2.68603 -2.01108 -0.274 0.049 -0.091 0.005
C -0.16715 -3.90356 -2.63016 -0.022 0.045 0.055 0.003
C 1.14161 -4.31012 -2.85409 0.069 -0.038 -0.012 -0.001
C 2.16129 -3.45056 -2.51300 0.011 0.007 -0.046 0.002
C 1.87573 -2.21492 -1.92906 -0.155 -0.133 -0.065 0.004
C 2.99769 -1.25591 -1.67830 -0.063 -0.041 -0.014 -0.001
N 0.60879 -1.86575 -1.63375 0.380 0.116 0.159 0.058
C -2.33585 -2.22156 0.37302 -0.160 -0.009 -0.316 0.009
C -3.28675 -2.98509 1.02543 0.072 0.040 0.058 0.004
C -3.13351 -3.22596 2.38672 -0.006 -0.002 0.043 -0.002
C -2.03187 -2.70946 3.03553 -0.023 -0.041 0.027 0.004
C -1.10767 -1.94092 2.33284 -0.066 -0.035 -0.127 0.007
C 0.10021 -1.38282 3.01662 -0.162 -0.059 -0.027 0.015
N -1.28113 -1.70142 1.02015 0.267 0.154 0.322 0.087
H 0.01044 3.56657 -0.89920 0.013 -0.021 -0.011 0.000
H 0.97266 2.08707 -1.03898 0.053 -0.009 0.023 0.002
H 0.78186 3.15528 -2.43325 -0.002 0.020 0.016 0.001
H -1.78509 3.70589 -3.00329 -0.011 -0.043 -0.004 0.001
H -3.81701 2.48021 -3.75556 0.026 -0.010 0.004 0.000
H -4.03074 0.06399 -3.19824 -0.015 -0.009 0.010 0.000
H -0.99974 -4.52705 -2.93147 0.015 0.022 -0.008 0.000
H 1.35481 -5.26597 -3.31575 -0.011 0.018 0.020 0.000
H 3.19375 -3.70842 -2.71184 -0.033 0.012 -0.003 0.000
H 3.71020 -1.30866 -2.50099 0.010 -0.041 0.017 0.000
H 2.62522 -0.24249 -1.59308 0.024 0.045 0.014 0.000
H 3.53098 -1.50338 -0.75879 -0.027 0.033 0.025 0.000
H -4.12438 -3.40021 0.48047 0.004 0.014 0.002 0.001
H -3.85933 -3.82166 2.92583 0.019 0.006 -0.015 0.000
H -1.86372 -2.89965 4.08786 -0.013 0.008 -0.027 0.001
H 0.63582 -2.16840 3.54972 0.002 -0.011 -0.004 0.001
H 0.79981 -0.92540 2.32196 0.098 0.039 -0.016 0.006
H -0.18315 -0.62958 3.75373 0.014 0.018 -0.017 0.000
O 4.42219 0.73942 4.29024 0.134 -0.176 -0.032 0.000
S 3.54796 1.60372 3.57423 -0.338 0.472 0.100 0.000
O 2.77627 2.56714 4.32976 -0.219 0.001 -0.154 0.001
N 2.50375 0.76181 2.61500 -0.119 0.043 -0.096 0.008
C 2.68287 1.05513 1.35648 0.115 -0.072 0.076 0.013
O 1.99135 0.59021 0.38700 -0.405 0.005 -0.049 0.109
C 3.79640 2.01364 1.07179 -0.040 0.002 -0.077 0.005
C 4.24881 2.48161 -0.14813 0.045 0.013 -0.053 0.000
C 5.28630 3.40905 -0.14684 0.006 0.002 -0.067 0.000
C 5.84444 3.86054 1.04609 -0.036 -0.033 0.020 0.000
C 5.39627 3.37628 2.27207 0.070 -0.012 0.076 0.000
C 4.37836 2.44706 2.24712 -0.085 -0.107 0.063 0.000
H 3.82280 2.11682 -1.07518 -0.011 0.037 0.030 0.000
H 5.67628 3.77972 -1.08699 -0.032 -0.004 0.037 0.000
H 6.64412 4.58962 1.01893 -0.006 -0.040 0.004 0.000
H 5.83580 3.70750 3.20510 -0.016 -0.022 -0.054 0.000
C -0.87745 9.15767 -0.29409 0.024 -0.008 0.068 0.044
C -1.00831 8.32699 0.93240 0.013 0.037 -0.060 0.227
C -1.96822 8.64784 1.92280 0.023 -0.021 -0.007 0.022
C -2.10562 7.87484 3.03185 -0.032 0.078 0.031 0.108
C -1.29210 6.71248 3.20403 0.021 -0.041 0.028 0.144
N -1.48004 5.99137 4.31936 -0.028 0.171 -0.126 0.230
C -0.70166 4.88507 4.82623 0.198 -0.236 0.316 0.012
O -0.29985 4.97754 5.94950 -0.029 0.089 -0.124 0.041
N -0.45120 3.82437 4.00419 0.378 0.107 0.069 0.000
C -1.19091 3.24229 2.96518 -0.240 -0.253 -0.295 0.003
C -2.48846 3.58926 2.60122 0.150 0.073 0.172 -0.001
C -3.11324 2.87216 1.59499 -0.119 0.014 -0.002 0.003
C -2.44719 1.83083 0.98166 0.055 -0.079 -0.022 0.002
N -1.20652 1.47896 1.33185 0.280 0.075 0.034 0.053
C -0.59777 2.16156 2.29820 -0.051 0.130 0.191 0.001
C -0.30823 6.39378 2.22208 0.035 -0.076 -0.047 0.103
C -0.17900 7.19361 1.12780 -0.053 0.054 0.010 0.031
H -1.16096 10.19309 -0.11022 0.002 -0.018 -0.004 0.005
H -1.55486 8.76860 -1.06349 0.018 0.010 0.005 0.020
H 0.13456 9.12007 -0.69502 -0.030 0.003 -0.016 0.004
H -2.59043 9.52469 1.80025 0.017 0.000 -0.039 -0.002
H -2.83182 8.13048 3.79581 0.026 -0.042 -0.026 0.002
H -1.95775 6.47411 5.07604 -0.094 -0.179 0.011 0.004
H 0.34511 3.28328 4.34329 -0.040 -0.033 0.014 0.000
H -3.02986 4.36850 3.11812 -0.010 0.025 -0.009 0.000
H -4.13215 3.10182 1.31208 0.046 0.011 -0.005 0.000
H -2.92293 1.24838 0.20156 0.025 0.013 0.011 0.000
H 0.38509 1.81875 2.60725 0.119 -0.013 -0.102 0.000
H 0.36473 5.56160 2.37329 -0.056 -0.038 0.035 0.003
H 0.59176 6.97846 0.39879 -0.014 0.005 -0.008 -0.002


81
Properties=species:S:1:pos:R:3:forces:R:3:lowdin_spin:R:1 method="wB97M-V/def2-TZVPD" homo_energy_ev="-16.2 / -16.4" multiplicity=4 charge=+3
Re 0.30929 0.01449 0.25302 0.006 0.539 -0.170 1.236
P -0.10745 2.18914 -0.23229 0.577 5.426 -1.392 0.089
C -1.05024 0.10007 1.60074 -3.517 -0.541 4.126 0.063
O -1.84449 0.09174 2.47279 3.337 0.100 -3.660 0.103
P -0.28811 -2.12872 -0.12636 0.076 -6.882 0.249 0.092
C -0.16974 3.22065 1.30592 1.864 0.217 -0.707 0.229
C -1.63032 2.81358 -1.04714 -0.236 -0.811 0.099 0.020
C 1.21238 3.01141 -1.22226 -0.114 -0.428 -0.053 0.023
C 1.23940 -3.14348 -0.40221 0.236 0.388 0.006 0.045
C -0.94182 -3.04734 1.34405 -0.329 0.739 0.002 0.014
C -1.39430 -2.72092 -1.45160 -0.217 1.145 -0.569 -0.007
C 0.88069 4.05299 1.69323 -0.002 0.080 -0.234 0.011
C 0.75394 4.83679 2.84290 1.452 -0.246 -1.440 0.236
C -0.39553 4.73632 3.63609 -1.724 -0.338 1.041 0.243
C -1.43484 3.87907 3.26619 -0.378 -0.268 -0.097 0.004
C -1.33010 3.14189 2.08819 -1.466 0.475 1.642 0.202
H 1.78407 4.12297 1.08838 -0.259 -0.016 0.175 -0.002
H 1.56219 5.51760 3.10827 -0.202 -0.139 0.051 0.008
H -0.47900 5.32229 4.55192 0.020 -0.104 -0.219 0.008
H -2.33625 3.78296 3.87720 0.371 0.160 -0.180 -0.003
H -2.16087 2.51804 1.75858 0.121 0.206 0.178 0.004
C 2.55036 2.72896 -0.92169 0.218 -0.105 -0.107 0.006
C 3.57525 3.31880 -1.66354 -0.225 -0.057 0.137 0.001
C 3.26487 4.19925 -2.70695 -0.118 -0.090 0.175 0.005
C 1.92981 4.48574 -3.00861 -0.051 -0.119 0.171 0.002
C 0.90442 3.87627 -2.28391 -0.030 0.046 0.062 0.006
H 2.79768 2.03648 -0.11095 0.062 0.261 -0.261 0.001
H 4.60711 3.08211 -1.40922 -0.202 0.122 -0.149 0.000
H 4.06619 4.66054 -3.28210 -0.194 -0.100 0.133 0.000
H 1.67233 5.18875 -3.80305 0.148 -0.280 0.201 0.000
H -0.13551 4.07938 -2.53357 0.328 0.022 -0.045 0.000
C -2.06491 4.12305 -0.79780 -0.105 0.045 0.187 0.020
C -3.18119 4.62781 -1.46423 0.206 -0.215 0.057 0.002
C -3.85561 3.82405 -2.38568 0.063 -0.090 0.016 0.007
C -3.42252 2.51757 -2.63918 0.217 -0.116 0.031 0.011
C -2.30305 2.00735 -1.97661 -0.075 0.166 0.242 0.002
H -1.53244 4.75703 -0.08797 -0.107 -0.045 -0.248 0.004
H -3.50695 5.64632 -1.25455 0.036 -0.277 -0.137 0.000
H -4.72216 4.21978 -2.91371 0.197 -0.123 0.129 0.000
H -3.94619 1.88753 -3.35868 0.113 0.250 0.165 0.000
H -1.93673 0.99490 -2.17403 -0.240 0.252 -0.115 0.000
C -2.17030 -3.71478 1.32377 0.089 0.107 -0.002 0.005
C -2.61349 -4.37803 2.47277 0.312 0.111 0.056 0.001
C -1.83860 -4.35309 3.63991 -0.136 0.056 -0.259 0.006
C -0.61083 -3.68172 3.65634 0.098 0.090 -0.178 0.000
C -0.16114 -3.03594 2.50438 -0.165 0.083 0.236 0.007
H -2.76983 -3.72295 0.41123 0.110 -0.064 0.353 0.000
H -3.56420 -4.90784 2.43992 0.241 0.110 0.111 0.000
H -2.19552 -4.85394 4.53957 0.106 0.106 -0.251 0.000
H 0.00344 -3.66034 4.56021 -0.256 -0.094 -0.284 0.000
H 0.80932 -2.53203 2.49128 -0.347 -0.260 0.038 0.000
C 2.26945 -2.57657 -1.15552 0.109 -0.193 0.084 0.010
C 3.45187 -3.28521 -1.37078 -0.064 0.116 -0.020 0.000
C 3.62862 -4.54341 -0.79054 -0.128 0.099 -0.079 0.007
C 2.59302 -5.12589 -0.05388 -0.145 0.203 -0.152 0.004
C 1.38984 -4.43881 0.12032 0.018 0.052 0.202 0.011
H 2.15011 -1.57763 -1.58223 0.104 -0.290 0.030 0.003
H 4.22758 -2.84347 -1.99616 -0.112 -0.157 0.251 0.000
H 4.57155 -5.07240 -0.92495 -0.260 0.108 0.013 0.000
H 2.70810 -6.12054 0.37989 -0.015 0.304 -0.163 0.001
H 0.58176 -4.91161 0.68087 0.273 0.150 -0.163 0.000
C -1.10679 -3.87572 -2.19155 0.066 -0.043 -0.008 -0.001
C -2.02864 -4.34558 -3.13275 0.095 0.189 0.322 -0.001
C -3.21497 -3.64284 -3.35796 -0.013 0.182 0.133 -0.001
C -3.48140 -2.46167 -2.65270 0.134 0.034 0.176 0.000
C -2.57100 -1.99623 -1.70089 -0.057 -0.231 -0.267 -0.001
H -0.17736 -4.41672 -2.02025 -0.264 0.106 -0.110 0.000
H -1.81198 -5.26762 -3.67582 -0.094 0.331 0.150 0.000
H -3.93958 -4.01372 -4.08477 0.237 0.128 0.206 0.000
H -4.40205 -1.90490 -2.82480 0.208 -0.207 -0.022 0.000
H -2.77337 -1.08397 -1.13265 -0.146 -0.220 -0.126 0.000
H 2.40205 0.05781 -2.96603 -0.415 0.067 -0.070 0.002
H 1.65909 0.01336 -3.09932 0.357 0.066 0.019 0.002
C 2.64956 -0.93880 3.37554 0.052 0.220 -0.043 0.006
S 2.96260 0.40506 2.25265 1.481 0.129 0.277 0.023
O 2.43315 1.64831 2.75933 -0.095 -1.055 -0.742 0.008
O 4.28040 0.33898 1.67772 -1.775 0.091 0.533 0.000
O 1.95605 -0.18730 1.03316 0.206 0.009 0.249 0.221
H 3.31171 -0.80457 4.23504 -0.039 -0.007 -0.128 0.001
H 2.85081 -1.87670 2.84983 0.175 0.237 0.096 0.001
H 1.60134 -0.88416 3.68022 0.195 0.094 0.045 0.000